A structure of composition C29H41F5P2ReS at a distorted geometry, computed with ωB97M-V/def2-TZVPD.

```
79
Properties=species:S:1:pos:R:3
H 3.267 -1.401 0.768
C -1.233 -1.286 -4.761
C 1.311 -2.078 0.158
H 0.974 1.049 -5.374
C -0.754 3.628 -2.519
H -0.973 -1.103 -5.816
H -3.433 4.594 -5.205
C 0.122 1.118 -4.680
H -3.882 6.031 -2.737
F 1.169 2.484 -0.013
C 0.380 -0.284 1.732
H -0.516 -0.529 2.325
H -2.551 -3.583 -0.982
F 0.743 4.446 1.894
C 4.056 -1.828 -2.865
H 0.261 6.478 -3.922
C 2.639 -2.308 0.830
H 0.837 4.236 -3.721
H -2.608 -0.598 0.581
C 0.615 -3.041 -0.645
H 3.187 -3.146 0.372
P 0.052 -0.427 -3.719
C -2.012 -0.367 -0.311
H -0.111 3.312 -1.680
H -2.080 7.361 -4.172
C -1.747 -3.295 -1.671
C 2.398 -3.861 -3.859
H -1.725 0.688 -0.266
H -2.827 2.470 -4.437
C -0.609 5.806 -4.026
H 2.487 -2.550 1.898
C 1.089 -4.439 -0.805
H 0.383 0.792 1.562
H -2.189 -2.731 -2.497
C -0.678 -2.526 -0.980
H 1.948 -4.690 -3.299
F 4.708 0.730 2.545
H 4.221 -1.180 -1.998
C -0.805 -1.230 -0.356
C 1.683 -1.086 -4.275
H 4.297 -1.265 -3.774
F 4.361 2.696 4.424
F 2.356 4.534 4.118
H -1.948 1.931 -2.268
C 2.587 3.623 3.152
H 0.404 -5.030 -1.416
C -3.235 4.538 -4.126
H 0.241 2.001 -4.045
H -2.206 -0.825 -4.525
S 3.624 0.790 -0.213
H 1.532 -1.635 -5.211
H -1.347 -4.232 -2.063
P 2.286 -2.258 -2.985
C 0.367 -1.053 0.467
Re 0.776 -1.212 -1.734
C -0.203 4.476 -3.421
H -4.108 2.768 -3.228
H -2.628 3.407 -1.514
C 3.165 1.774 1.064
H 3.458 -4.108 -3.992
C 2.049 2.650 1.017
H 4.678 -2.732 -2.807
C 3.844 1.741 2.310
C -3.082 5.659 -3.395
H 2.098 -4.442 -1.224
H -1.296 -2.365 -4.567
C -2.120 3.013 -2.418
C -3.131 3.136 -3.609
H 1.250 -0.525 2.354
H -0.801 1.246 -5.264
H -2.635 -0.507 -1.196
H 2.441 -0.296 -4.366
H -1.618 6.980 -2.507
C 1.779 3.582 2.010
C -1.855 6.533 -3.481
C 3.607 2.679 3.305
H 1.891 -3.723 -4.820
H 1.146 -4.908 0.187
H -0.735 5.666 -5.113
```

Energy above the lowest of the compared OMol25 structures with the same formula, charge and spin (kJ/mol): 0.0
Frontier orbital gap (alpha / beta) (eV): 2.71 / 4.36
⟨S²⟩: 3.79
Total charge: +2
M (g/mol): 764.86
LUMO energy (alpha / beta) (eV): -7.930 / -8.142
HOMO energy (alpha / beta) (eV): -10.6 / -12.5
Spin multiplicity: 4

Charges per atom according to Löwdin partitioning, unit e: number 1, H, carries 0.01; number 2, C, carries -0.22; number 3, C, carries -0.37; number 4, H, carries 0.07; number 5, C, carries -0.14; number 6, H, carries 0.07; number 7, H, carries 0.12; number 8, C, carries -0.22; number 9, H, carries 0.12; number 10, F, carries 0.04; number 11, C, carries 0.03; number 12, H, carries 0.12; number 13, H, carries 0.11; number 14, F, carries 0.13; number 15, C, carries -0.21; number 16, H, carries 0.12; number 17, C, carries -0.02; number 18, H, carries 0.10; number 19, H, carries 0.12; number 20, C, carries -0.36; number 21, H, carries 0.09; number 22, P, carries 0.73; number 23, C, carries 0.01; number 24, H, carries 0.08; number 25, H, carries 0.12; number 26, C, carries 0.00; number 27, C, carries -0.17; number 28, H, carries 0.09; number 29, H, carries 0.09; number 30, C, carries -0.19; number 31, H, carries 0.11; number 32, C, carries -0.01; number 33, H, carries 0.08; number 34, H, carries 0.07; number 35, C, carries -0.34; number 36, H, carries 0.05; number 37, F, carries 0.10; number 38, H, carries -0.01; number 39, C, carries -0.35; number 40, C, carries -0.45; number 41, H, carries 0.06; number 42, F, carries 0.14; number 43, F, carries 0.17; number 44, H, carries 0.07; number 45, C, carries -0.07; number 46, H, carries 0.09; number 47, C, carries -0.13; number 48, H, carries 0.02; number 49, H, carries 0.06; number 50, S, carries 0.88; number 51, H, carries 0.09; number 52, H, carries 0.08; number 53, P, carries 0.76; number 54, C, carries -0.27; number 55, Re, carries 1.06; number 56, C, carries -0.10; number 57, H, carries 0.12; number 58, H, carries 0.12; number 59, C, carries -0.57; number 60, H, carries 0.07; number 61, C, carries -0.21; number 62, H, carries 0.07; number 63, C, carries -0.19; number 64, C, carries -0.11; number 65, H, carries 0.07; number 66, H, carries 0.04; number 67, C, carries -0.21; number 68, C, carries -0.18; number 69, H, carries 0.10; number 70, H, carries 0.06; number 71, H, carries 0.09; number 72, H, carries 0.08; number 73, H, carries 0.11; number 74, C, carries -0.10; number 75, C, carries -0.18; number 76, C, carries -0.10; number 77, H, carries 0.06; number 78, H, carries 0.12; number 79, H, carries 0.12